P.
{"formula": "C3H4O4", "method": "ωB97M-V with the def2-TZVPD basis set", "orbital_gap_ev": 11.101, "elements": ["C", "C", "C", "O", "O", "O", "O", "H", "H", "H", "H"], "positions_angstrom": [[0.22, -0.39, -0.34], [1.09, 0.60, 0.37], [-1.92, 0.20, -0.42], [-0.49, -0.07, -1.37], [-1.63, -0.32, 0.68], [0.51, -1.68, -0.23], [-2.72, 0.91, -0.89], [0.98, -1.85, 0.60], [1.46, 0.23, 1.33], [0.54, 1.53, 0.53], [1.95, 0.82, -0.26]]}

Q.
{"formula": "C3H4O4", "method": "ωB97M-V with the def2-TZVPD basis set", "orbital_gap_ev": 9.937, "smiles": "CC(=O)C(=O)OO", "elements": ["C", "C", "C", "O", "O", "O", "O", "H", "H", "H", "H"], "positions_angstrom": [[0.51, -1.20, -1.10], [-0.01, 0.54, 0.78], [0.11, -1.05, 0.33], [-1.06, 1.00, 0.18], [-1.16, 2.52, 0.32], [0.75, 1.10, 1.52], [-0.12, -1.91, 1.12], [-0.80, 2.66, 1.22], [0.63, -2.25, -1.35], [-0.27, -0.76, -1.73], [1.43, -0.65, -1.28]]}

Looking at the structures above, P is most stable, and the difference to the next one is 2.399 eV.